No. 1
Formula: C6H6N
Source: the Open Molecules 2025 dataset
Level of theory: the ωB97M-V functional and the def2-TZVPD basis

Max |F| (eV/Å): 9.099
Kohn-Sham gap (spin up / spin down) (eV): 8.4 / 8.3
Net charge: +1

Each line ends with the natural charge from an NBO analysis.
Geometry (Å):
C1 3.5692 0.0727 0.4871  -0.239
C2 4.1363 0.6858 -0.3405  0.193
C3 -0.9006 0.2183 0.8231  -0.346
C4 -0.1140 1.1731 -0.0783  -0.321
C5 1.6769 -0.8148 0.7715  0.432
C6 0.4995 -0.1355 0.4266  -0.061
N1 0.9602 -1.2630 -0.4353  -0.610
H1 -0.8644 0.3295 1.8782  0.266
H2 -1.5926 -0.5684 0.5057  0.266
H3 -0.2149 0.9674 -1.1839  0.239
H4 0.3893 2.0801 0.0389  0.280
H5 1.1583 -0.9554 -1.3765  0.447
H6 0.6226 -2.2471 -0.4468  0.455

Atoms 1-6, force components in eV/Å:
-6.769 -4.674 3.891
2.704 2.743 -3.487
1.284 -0.361 -0.250
-0.630 -3.673 -2.140
4.060 2.734 -0.437
-0.016 -0.143 0.326


No. 2
Formula: C6H6N
Source: the Open Molecules 2025 dataset
Level of theory: the ωB97M-V functional and the def2-TZVPD basis

Max |F| (eV/Å): 4.278
Kohn-Sham gap (eV): 9.7
Net charge: +1

Each line ends with the Löwdin charge.
Geometry (Å):
C1 1.7473 0.3935 -0.4744  0.008
C2 1.3375 -0.9582 -0.3760  0.094
C3 0.1465 -1.3449 -0.1077  0.108
C4 -1.1684 -0.9313 -0.0289  -0.078
C5 -0.8971 0.6817 -0.3385  -0.060
C6 1.0906 0.0924 0.8090  -0.063
N1 0.4828 1.0166 -0.0262  -0.001
H1 2.5861 1.0532 -0.5894  0.170
H2 -1.8077 -1.2337 -0.8913  0.153
H3 -1.6862 -1.1319 0.9542  0.155
H4 -1.5231 0.8467 -1.2546  0.145
H5 -1.3945 1.3760 0.3832  0.150
H6 1.0863 0.1397 1.9407  0.218

Atoms 1-6, force components in eV/Å:
-0.464 1.228 0.724
-1.786 -2.952 -0.931
4.274 0.187 -0.026
-3.042 0.947 0.559
-1.700 -0.035 0.760
-1.406 1.139 2.538


No. 3
Formula: C6H6N2
Source: the Open Molecules 2025 dataset
Level of theory: the ωB97M-V functional and the def2-TZVPD basis

Max |F| (eV/Å): 8.096
Kohn-Sham gap (eV): 9.4

Each line ends with the natural charge from an NBO analysis.
Geometry (Å):
C1 0.8877 2.9144 -0.0069  -0.256
C2 0.9504 1.5490 0.2073  0.012
C3 0.3673 0.1643 0.4269  -0.052
C4 0.9368 -1.1139 -0.0010  -0.260
N1 -0.0221 -1.7832 -0.8662  -0.423
C5 -1.1737 -1.0862 -0.8285  0.220
N2 -1.0188 0.1377 -0.1719  -0.397
C6 -0.8677 -0.3195 1.1674  -0.204
H1 1.6027 3.8328 -0.5082  0.287
H2 1.3198 -1.5572 0.8741  0.219
H3 2.0347 -1.2526 -0.7373  0.207
H4 -2.0933 -1.1501 -1.4863  0.229
H5 -0.9498 -1.3415 1.5465  0.218
H6 -1.2326 0.3378 1.7866  0.199

Atoms 1-6, force components in eV/Å:
3.454 -7.146 -0.241
-1.425 7.953 -0.513
-1.529 1.762 -1.340
5.045 -1.041 -4.532
-4.313 0.107 0.544
4.480 -1.091 -2.909


No. 4
Formula: C6H6N2S
Source: the Open Molecules 2025 dataset
Level of theory: the ωB97M-V functional and the def2-TZVPD basis

Max |F| (eV/Å): 1.834
Kohn-Sham gap (spin up / spin down) (eV): 7.0 / 7.0

Each line ends with the natural charge from an NBO analysis.
Geometry (Å):
C1 1.6252 1.2629 0.0203  -0.280
C2 0.3647 1.7501 -0.3032  -0.307
C3 2.0384 0.0801 0.6799  -0.008
C4 -0.6646 -1.5142 -0.2729  0.002
C5 -2.0868 -1.2424 -0.1741  -0.577
C6 -0.8975 1.4886 0.1280  -0.217
N1 1.3646 -1.0286 0.7973  -0.202
N2 0.0913 -0.9983 0.6075  -0.218
S1 -2.2395 0.6949 0.3324  0.512
H1 2.4469 1.8857 -0.3062  0.217
H2 0.3865 2.6704 -0.8914  0.242
H3 3.0770 0.0000 0.9689  0.196
H4 -0.2718 -1.9651 -1.1869  0.180
H5 -2.6445 -1.4143 -1.0895  0.226
H6 -2.5899 -1.6698 0.6898  0.235

Atoms 1-6, force components in eV/Å:
-0.810 0.689 -0.228
1.450 0.213 -0.245
-0.164 -0.754 -0.041
0.779 -0.339 -0.454
-0.313 0.805 0.113
-1.359 -1.036 0.665


Computed energy above the lowest of the compared OMol25 structures with the same formula, charge and spin (kcal/mol) in order:
251.3 125.9 175.5 92.5